#1
A cluster of 13 separate species, C26H78O13 in total. Source: the Open Molecules 2025 dataset; level of theory: ωB97M-V/def2-TZVPD.

The geometry in XYZ format:
```
117
Properties=species:S:1:pos:R:3
H -18.129 1.245 -12.122
C -15.750 -6.608 -9.736
H -16.334 -0.546 -15.489
H -12.899 2.887 -11.336
C -22.289 1.477 -7.506
C -22.185 0.980 -8.925
H -19.002 -6.021 -7.134
H -15.883 0.866 -6.933
H -15.227 -6.663 -10.691
H -19.428 2.511 -8.836
C -18.687 2.181 -12.088
H -21.379 1.571 -9.359
H -20.578 -4.057 -13.707
H -16.914 -6.222 -12.882
H -21.578 -4.732 -10.316
H -18.814 0.522 -5.088
C -18.909 3.546 -6.983
H -15.589 -0.351 -9.327
H -19.786 3.159 -6.464
H -19.215 4.560 -7.240
H -17.425 2.792 -6.007
O -21.817 -0.362 -8.922
H -13.795 -1.049 -7.479
O -20.887 -4.146 -12.803
H -13.346 2.304 -9.812
C -19.316 -0.401 -5.378
H -19.978 -5.512 -4.887
H -19.072 -4.179 -7.039
H -17.471 -7.962 -10.205
H -19.672 -0.704 -13.416
H -14.961 -6.569 -8.985
H -17.031 -0.729 -13.345
H -17.171 -3.436 -12.346
H -17.934 0.346 -14.558
H -20.243 -0.513 -4.815
H -17.135 -2.411 -4.224
H -19.972 -5.331 -10.587
C -18.397 -1.549 -5.304
H -15.206 0.832 -11.099
C -14.208 -2.131 -9.164
H -16.318 -4.995 -10.596
H -14.380 -2.242 -10.235
H -15.100 -2.535 -8.685
H -17.075 -3.944 -14.951
H -17.547 -1.212 -5.898
H -17.971 -3.264 -9.897
H -15.553 1.997 -12.742
H -14.284 0.723 -5.623
O -16.550 -5.440 -9.777
C -21.271 -5.427 -12.378
H -23.175 1.060 -9.375
C -19.037 -1.366 -14.005
C -18.691 -5.111 -6.621
H -13.510 0.457 -11.560
C -13.942 -0.811 -8.532
C -16.591 -4.824 -14.528
C -17.203 -5.207 -13.155
H -16.870 -5.622 -15.215
H -19.540 -0.670 -9.867
H -19.291 2.254 -12.993
H -19.514 -1.656 -14.941
H -22.375 2.562 -7.440
H -16.188 -8.724 -9.588
O -16.612 -4.216 -12.354
H -17.883 -2.388 -8.398
O -15.154 -0.094 -8.511
C -15.361 1.144 -3.817
O -17.465 -0.306 -9.975
H -15.312 0.059 -3.726
C -13.751 2.452 -10.813
H -15.512 -4.686 -14.591
H -17.222 3.502 -13.797
H -17.081 -7.716 -8.378
H -18.878 -2.389 -5.805
H -18.280 -5.358 -13.078
H -18.003 1.865 -8.045
C -18.572 -1.092 -10.138
C -16.742 -7.803 -9.411
H -18.791 -1.226 -11.197
C -17.683 -0.657 -14.215
O -17.948 -1.949 -4.006
O -17.287 -5.079 -6.821
C -18.562 2.781 -8.232
H -17.954 4.349 -11.922
H -18.923 -2.335 -13.519
C -18.455 -2.475 -9.322
H -23.094 0.916 -7.030
C -14.282 1.225 -11.523
H -21.819 -0.768 -9.791
H -14.545 3.198 -10.783
H -18.607 -4.471 -4.510
O -14.646 1.685 -12.776
O -17.762 3.684 -6.119
H -16.341 1.439 -3.442
C -17.652 3.302 -11.941
H -17.865 3.281 -8.905
C -15.058 1.435 -5.335
H -13.466 -2.902 -8.957
H -19.457 -2.735 -8.980
H -17.204 3.157 -10.958
H -13.162 -0.228 -9.021
H -18.339 -6.097 -4.689
C -18.937 -5.302 -5.134
H -21.324 1.224 -7.068
H -17.094 -4.767 -7.708
H -22.333 -5.420 -12.623
C -21.011 -5.470 -10.884
H -14.637 2.436 -5.428
H -14.586 1.539 -3.161
H -20.876 -6.276 -12.935
O -16.175 1.229 -6.094
H -17.378 -0.170 -9.028
O -16.731 3.351 -12.986
H -19.334 2.335 -11.224
H -19.583 -0.449 -6.434
O -16.850 -1.297 -15.188
H -21.336 -6.417 -10.452
```

Values from the calculation:
HOMO-LUMO gap	10.03	eV
HOMO level	-9.70	eV
2S+1	1


#2
A cluster of 13 separate species, C26H78O13 in total. Source: the Open Molecules 2025 dataset; level of theory: ωB97M-V/def2-TZVPD.

The geometry in XYZ format:
```
117
Properties=species:S:1:pos:R:3
H 2.347 -21.852 7.011
H 3.511 -30.405 18.922
C 8.458 -25.086 17.160
H 0.973 -17.336 11.245
C -8.093 -21.158 16.208
H 2.309 -29.061 11.848
H -3.937 -24.939 19.554
H 1.147 -16.934 9.097
H -0.817 -31.560 15.776
O 2.653 -30.117 18.599
H 4.121 -29.594 13.334
O 0.279 -16.681 9.418
H 2.847 -23.401 6.471
C -6.597 -20.859 16.469
H -0.162 -24.510 13.073
H 2.667 -29.033 20.440
C -2.155 -32.927 15.430
O -1.774 -31.626 15.757
H -9.155 -20.181 14.983
H -5.227 -26.931 9.666
H 4.659 -11.883 12.950
H -3.176 -25.341 21.136
C 4.124 -13.902 13.481
H 5.000 -30.160 10.722
C -0.891 -16.469 11.485
H 0.725 -24.133 4.464
H -0.558 -33.520 14.152
H 8.394 -25.568 16.185
C 4.825 -20.270 19.775
C 8.477 -22.949 10.769
H -5.555 -25.176 22.088
H 1.360 -22.258 4.948
C 0.970 -22.804 5.808
H 3.370 -14.449 14.047
H -5.997 -25.220 9.711
H 5.140 -15.376 14.160
H 7.351 -21.510 10.039
O 1.591 -22.576 13.905
C -0.024 -24.408 14.150
H 1.101 -29.183 19.532
H 4.336 -21.191 19.458
H 2.066 -24.432 14.722
H 10.649 -24.778 16.960
H -6.432 -19.978 17.089
H 0.083 -22.205 6.017
C 4.010 -12.433 13.631
H -5.506 -22.732 22.168
H -1.692 -32.486 13.174
C 9.734 -24.266 17.260
H 8.570 -21.551 8.886
C -4.111 -25.262 20.581
H -0.859 -23.822 14.533
H -4.700 -25.742 7.596
H 6.233 -20.070 17.660
H -2.372 -26.034 8.051
H 2.750 -31.115 21.156
C 1.261 -23.701 14.651
H -4.755 -25.686 10.708
H 4.034 -14.117 12.417
H -0.555 -15.446 11.653
H 5.843 -20.604 19.970
H -5.991 -21.675 16.863
H -6.114 -20.601 15.527
C 4.441 -29.577 11.455
H 4.910 -28.606 11.295
H -1.855 -33.647 16.191
H -0.917 -16.858 12.503
O 5.324 -14.449 13.989
H -0.032 -18.381 10.598
H 2.600 -30.568 11.231
H 3.903 -18.568 18.696
C -5.217 -24.506 21.298
H -4.311 -26.327 20.460
O 9.412 -23.133 16.462
O -8.654 -19.939 15.765
C 1.776 -30.875 20.729
H 3.067 -11.969 13.342
H 9.549 -23.455 15.568
C 0.046 -17.296 10.674
H 8.925 -20.768 10.409
H -0.100 -25.355 14.683
O 4.638 -30.147 12.743
H 9.910 -23.814 18.236
C 4.838 -19.126 18.731
O 0.540 -24.052 5.402
H -8.581 -21.477 17.129
H 5.566 -18.359 18.994
H -2.015 -34.155 13.717
H 7.530 -24.572 17.411
O 9.757 -23.354 11.122
H 1.452 -31.765 20.191
H 2.309 -22.062 14.284
H 8.005 -22.756 11.733
O -3.104 -26.316 8.605
C -1.586 -33.193 13.997
H 1.043 -23.429 15.683
C -4.210 -25.463 8.529
H 1.714 -23.379 7.837
H -3.233 -32.963 15.584
H 2.819 -29.167 10.142
H 8.453 -25.867 17.921
H -3.938 -24.407 8.549
H 7.962 -23.839 10.406
O -4.771 -23.230 21.803
C -5.106 -25.848 9.689
C 2.985 -29.551 11.148
C 8.431 -21.632 9.964
C 1.997 -22.879 6.910
H 1.098 -30.772 21.576
H -6.071 -24.420 20.627
H -8.201 -21.893 15.409
H -1.871 -16.460 11.009
H 4.171 -12.082 14.651
H 10.097 -23.729 10.306
C 2.029 -29.671 19.828
H 4.249 -20.037 20.670
O 5.357 -19.712 17.502
```

Values from the calculation:
HOMO-LUMO gap	10.23	eV
HOMO level	-10.05	eV
2S+1	1


Here are the energies relative to the best structure, in eV: #1 0.000; #2 2.277.


#1
The ion C2H3N2O2 with charge +1. Source: the Open Molecules 2025 dataset; level of theory: ωB97M-V/def2-TZVPD.

The geometry in XYZ format:
```
9
Properties=species:S:1:pos:R:3
H -1.535 0.604 0.081
O -0.331 2.399 0.383
C -0.360 -1.385 -0.389
H 1.273 1.231 0.347
C 0.250 1.358 0.373
O -2.314 -2.503 -0.918
N -1.381 -1.906 -0.668
N -0.579 0.331 0.132
H 0.694 -1.837 -0.387
```

Values from the calculation:
HOMO-LUMO gap (spin up / spin down)	6.68 / 6.68	eV
HOMO level (spin up / spin down)	-15.58 / -15.58	eV
2S+1	1
total charge	+1
SMILES	O=C/[NH+]=C/N=O


#2
The ion C2H3N2O2 with charge +1. Source: the Open Molecules 2025 dataset; level of theory: ωB97M-V/def2-TZVPD.

The geometry in XYZ format:
```
9
Properties=species:S:1:pos:R:3
N 0.982 0.636 0.187
C 0.395 0.158 -0.873
H -1.359 -0.803 1.645
H -1.529 -0.984 -1.171
H 0.850 0.327 -1.908
C -0.824 -0.469 -0.458
O 0.192 0.299 1.349
O 2.190 1.216 0.382
N -0.896 -0.382 0.847
```

Values from the calculation:
HOMO-LUMO gap (spin up / spin down)	8.83 / 8.83	eV
HOMO level (spin up / spin down)	-15.56 / -15.56	eV
2S+1	1
total charge	+1
SMILES	O=[n+]1cc[nH]o1


Here are the energies relative to the best structure, in eV: #1 0.787; #2 0.000.


#1
A structure of composition ClH8LiO4. Source: the Open Molecules 2025 dataset; level of theory: ωB97M-V/def2-TZVPD.

The geometry in XYZ format:
```
14
Properties=species:S:1:pos:R:3
H 2.086 -0.527 -0.229
H 1.893 1.781 1.209
Cl -0.908 2.443 -0.521
H 1.427 -1.491 0.784
H -0.552 -1.069 -2.542
H -1.662 -0.833 2.007
H 1.289 2.488 -0.007
Li -0.478 0.176 -0.149
H -1.093 -2.247 -1.716
O -1.827 -0.495 1.122
O 2.142 2.148 0.355
H -2.779 -0.369 1.053
O 1.286 -0.680 0.287
O -0.825 -1.326 -1.654
```

Values from the calculation:
HOMO-LUMO gap	7.96	eV
HOMO level	-8.43	eV
2S+1	1


#2
A structure of composition ClH8LiO4. Source: the Open Molecules 2025 dataset; level of theory: ωB97M-V/def2-TZVPD.

The geometry in XYZ format:
```
14
Properties=species:S:1:pos:R:3
H 1.089 0.613 -0.796
Li 0.861 -0.921 2.209
O -0.562 -2.726 -0.297
H -0.257 -1.871 0.007
H -0.970 0.320 -0.090
H -2.187 0.864 0.629
H 0.782 1.171 0.331
H 0.762 0.128 -2.193
O 0.532 2.088 0.226
H 0.152 2.332 1.070
Cl 0.371 -0.484 0.594
H -0.037 -3.357 0.195
O -1.666 0.972 -0.168
O 1.131 0.872 -1.717
```

Values from the calculation:
HOMO-LUMO gap	7.89	eV
HOMO level	-9.55	eV
2S+1	1


Here are the energies relative to the best structure, in eV: #1 0.000; #2 5.855.


#1
An isolated molecule of C3H8N2OS. Source: the Open Molecules 2025 dataset; level of theory: ωB97M-V/def2-TZVPD.

The geometry in XYZ format:
```
15
Properties=species:S:1:pos:R:3
N 1.074 1.748 -0.767
O 1.997 1.527 -1.618
S 0.871 -0.752 -0.979
N -0.443 1.140 0.674
H 1.512 -1.764 1.292
C 0.684 -1.909 0.585
H -0.315 -1.947 1.342
C 0.472 0.750 -0.204
H -2.014 0.693 -0.903
H -0.534 2.239 0.841
C -1.856 0.411 0.350
H 0.603 -2.922 -0.214
H 2.251 0.484 -1.715
H -2.678 0.992 1.142
H -1.624 -0.690 0.173
```

Values from the calculation:
HOMO-LUMO gap	8.11	eV
HOMO level	-7.74	eV
2S+1	1
SMILES	CN/C(=N/O)SC


#2
A cluster of 2 separate species, C3H8N2OS in total. Source: the Open Molecules 2025 dataset; level of theory: ωB97M-V/def2-TZVPD.

The geometry in XYZ format:
```
15
Properties=species:S:1:pos:R:3
C 1.412 1.081 -1.707
H -0.083 -2.197 0.099
H -2.326 1.466 0.031
N 0.533 1.781 -1.022
H -0.617 2.395 0.986
C 0.532 -2.543 0.977
O 0.509 -3.708 1.283
H -1.956 -0.232 0.835
H 1.673 0.087 -1.675
S -0.092 1.200 0.514
H 1.217 -1.814 1.574
C -1.768 0.418 0.062
N 0.781 0.575 1.507
H 1.800 1.571 -2.562
H -1.614 -0.080 -0.902
```

Values from the calculation:
HOMO-LUMO gap	8.60	eV
HOMO level	-8.85	eV
2S+1	1
SMILES	C=N[S@@H](C)#N.C=O


#3
An isolated molecule of C3H8N2OS. Source: the Open Molecules 2025 dataset; level of theory: ωB97M-V/def2-TZVPD.

The geometry in XYZ format:
```
15
Properties=species:S:1:pos:R:3
H -1.606 -0.438 0.432
C 0.110 0.658 1.101
S 1.972 0.700 -2.638
N 1.490 -0.276 -1.355
H 0.214 -0.116 1.785
N -1.254 1.219 -0.803
H 1.044 0.871 0.739
H 2.195 -0.196 -0.605
H -2.161 1.176 -1.293
H -0.327 1.591 1.633
C 0.304 -0.875 -0.987
H 0.285 -1.640 -0.140
C -0.737 0.232 -0.062
H -0.376 -1.334 -1.708
O 3.293 1.251 -2.301
```

Values from the calculation:
HOMO-LUMO gap (spin up / spin down)	8.17 / 7.28	eV
HOMO level (spin up / spin down)	-8.63 / -7.92	eV
2S+1	1


Here are the energies relative to the best structure, in eV: #1 1.876; #2 2.228; #3 0.000.


#1
An isolated molecule of C3H8N2OS. Source: the Open Molecules 2025 dataset; level of theory: ωB97M-V/def2-TZVPD.

The geometry in XYZ format:
```
15
Properties=species:S:1:pos:R:3
N 1.551 0.499 0.366
C 1.726 -0.773 -0.056
H -0.071 1.382 2.849
H 0.892 1.957 -0.906
C 0.491 1.381 -0.001
H -0.142 -1.200 -0.952
H -0.468 0.894 -0.273
H -1.134 2.802 2.421
S 2.679 -1.732 0.822
H 1.066 -2.299 -1.128
H -1.369 1.269 1.599
N 0.867 -1.361 -0.973
H 2.140 0.804 1.103
C -0.591 1.939 2.026
O 0.300 2.375 1.040
```

Values from the calculation:
HOMO-LUMO gap	8.85	eV
HOMO level	-8.26	eV
2S+1	1
SMILES	COCNC(N)=S


#2
An isolated molecule of C3H8N2OS. Source: the Open Molecules 2025 dataset; level of theory: ωB97M-V/def2-TZVPD.

The geometry in XYZ format:
```
15
Properties=species:S:1:pos:R:3
H 1.437 -1.896 -0.931
C -0.557 0.786 -0.087
H 1.447 0.293 1.240
H 2.948 -0.684 -0.657
H -3.239 -1.440 0.902
N 0.217 1.748 -0.201
H 1.347 -1.398 1.326
C 1.861 -0.801 -0.668
H -2.623 1.551 0.192
H 1.487 -0.136 -1.555
O -0.254 -0.418 0.306
N -1.988 0.771 0.131
H -0.185 2.742 -0.284
C 1.157 -0.537 0.570
S -3.056 -0.579 -0.283
```

Values from the calculation:
HOMO-LUMO gap	10.01	eV
HOMO level	-9.26	eV
2S+1	1
SMILES	[H]/N=C(\NS)OCC


#3
An isolated molecule of C3H8N2OS. Source: the Open Molecules 2025 dataset; level of theory: ωB97M-V/def2-TZVPD.

The geometry in XYZ format:
```
15
Properties=species:S:1:pos:R:3
H 1.718 -1.412 -2.097
N 0.007 -1.912 -0.075
H 0.231 -2.734 -0.609
C -1.759 0.996 0.812
H -0.126 0.751 2.218
H -1.973 0.591 -0.413
N 1.251 -0.461 -1.602
S 2.152 0.929 -2.046
H -2.673 0.880 1.530
H 2.915 1.011 -0.848
O 0.507 0.433 0.259
C -0.548 0.287 1.279
H -0.609 -0.845 1.436
C 0.508 -0.726 -0.413
H -1.601 2.212 0.569
```

Values from the calculation:
HOMO-LUMO gap	9.64	eV
HOMO level	-8.98	eV
2S+1	1
SMILES	[H]/N=C(\NS)OCC


#4
An isolated molecule of C3H8N2OS. Source: the Open Molecules 2025 dataset; level of theory: ωB97M-V/def2-TZVPD.

The geometry in XYZ format:
```
15
Properties=species:S:1:pos:R:3
C 0.283 0.782 2.653
H 1.000 -1.343 -1.364
S -0.807 1.071 1.242
C -0.503 0.317 -1.347
H 1.313 1.120 2.420
H -0.078 1.413 3.476
H -1.394 0.972 -1.312
H -0.997 -0.813 -2.972
O 1.658 -1.266 -0.655
H 0.343 -0.293 2.924
N 1.057 -0.573 0.364
N -0.721 -0.959 -1.996
C 0.041 0.133 0.033
H -1.489 -1.434 -1.560
H 0.293 0.873 -1.905
```

Values from the calculation:
HOMO-LUMO gap	9.00	eV
HOMO level	-8.36	eV
2S+1	1
SMILES	CS/C(CN)=N/O


Here are the energies relative to the best structure, in eV: #1 0.000; #2 1.488; #3 1.961; #4 0.920.


#1
An isolated molecule of C3H8N2OS. Source: the Open Molecules 2025 dataset; level of theory: ωB97M-V/def2-TZVPD.

The geometry in XYZ format:
```
15
Properties=species:S:1:pos:R:3
S 0.346 -0.801 -0.812
C -1.166 0.194 -0.227
O 1.022 -0.567 0.632
H -1.000 2.024 0.885
H 1.007 -0.210 -2.754
H -1.339 0.722 1.937
N 0.284 -2.299 -1.194
C -0.762 0.986 1.072
H 1.233 1.492 0.621
H -1.570 0.587 -1.078
H -1.766 -0.690 -0.045
H 1.149 0.701 2.130
N 1.233 0.068 -1.822
H 0.607 -2.942 -0.530
C 0.719 0.736 1.184
```

Values from the calculation:
HOMO-LUMO gap	9.49	eV
HOMO level	-8.69	eV
2S+1	1
SMILES	N=S1(=N)CCCO1


#2
An isolated molecule of C3H8N2OS. Source: the Open Molecules 2025 dataset; level of theory: ωB97M-V/def2-TZVPD.

The geometry in XYZ format:
```
15
Properties=species:S:1:pos:R:3
C -0.220 0.232 -1.291
O -1.392 2.143 1.629
N 0.644 -0.415 -0.240
H 0.957 1.384 0.525
H -1.927 1.529 -0.873
C 0.590 0.415 0.827
H 0.296 -1.329 -0.070
S -1.215 0.741 1.206
N 1.435 -0.101 2.005
C -1.572 0.565 -0.602
H 2.400 -0.362 1.729
H 0.341 1.227 -1.654
H 0.830 -1.008 2.054
H -2.313 -0.257 -1.009
H -0.391 -0.585 -2.028
```

Values from the calculation:
HOMO-LUMO gap	9.35	eV
HOMO level	-8.79	eV
2S+1	1


Here are the energies relative to the best structure, in eV: #1 1.515; #2 0.000.